C59H40F8O19 | wB97M-V/def2-TZVPD

```
126
Properties=species:S:1:pos:R:3
F -5.163 1.669 5.736
F -4.186 -0.565 1.678
F -6.469 1.522 2.129
F -3.043 1.736 6.121
F -5.160 -1.085 6.392
F -2.956 -1.055 6.487
F -5.599 -1.937 2.575
F -6.626 -0.029 0.612
O -3.918 5.567 -3.834
O 2.432 0.835 -6.430
O 3.959 -4.065 -3.724
O 5.855 2.200 -4.837
O 3.029 3.469 4.547
O 0.339 5.361 -4.238
O 4.765 -3.020 1.823
O -0.746 -1.891 2.421
O -3.601 -3.119 -8.133
O 0.646 -0.312 -2.621
O -6.083 0.557 -3.632
O -5.101 -0.321 3.826
O 4.930 -1.520 -0.954
O 0.619 0.160 4.816
O -1.790 2.253 2.312
O 2.218 -5.098 1.243
O 5.419 2.021 3.792
O -2.576 -0.055 -3.848
O -1.224 -2.493 9.242
C -3.310 -1.078 -7.176
C 1.809 2.696 2.621
C 2.026 4.293 -5.542
C -6.333 2.966 -4.342
C 0.286 -0.677 -1.512
C 4.067 0.043 3.575
C -4.180 1.070 6.348
C 4.378 -0.563 -3.020
C -4.528 4.523 -3.605
C 5.209 0.899 3.346
C -6.573 0.177 1.931
C -2.622 -0.750 -4.845
C 6.175 0.270 2.402
C 4.025 -5.061 -0.219
C 0.878 -1.851 0.600
C -5.340 -0.617 2.434
C -0.372 -1.482 1.273
C 0.681 1.933 -5.216
C -2.608 -2.962 -5.895
C -0.898 -0.183 -0.819
C 0.076 3.040 -4.772
C 0.578 2.292 2.106
C -3.865 -0.720 4.438
C 5.169 -0.698 -1.783
C 2.483 3.156 -6.116
C 1.161 -1.546 -0.665
C 0.097 -0.454 5.745
C 2.012 3.270 3.968
C 2.596 -5.162 0.092
C -0.373 0.192 6.996
C -4.547 2.134 -2.794
C 5.691 1.359 -3.965
C -2.343 -2.138 -4.853
C 0.752 3.427 4.688
C 0.051 -1.944 5.845
C 4.445 -4.694 -1.479
C 4.851 -1.840 2.148
C 2.156 -5.078 -2.346
C 4.596 0.330 -3.989
C -4.074 -0.458 5.966
C -0.760 -1.974 8.233
C -0.508 3.198 4.164
C -1.177 -0.573 0.431
C 3.828 -1.154 2.984
C -5.765 1.772 -3.598
C -0.661 2.544 2.813
C 1.933 1.861 -5.976
C 6.395 0.158 -1.802
C 6.575 1.150 -2.819
C -5.813 4.205 -4.298
C 1.767 -5.368 -1.118
C -4.016 3.396 -2.846
C 6.014 -0.980 1.833
C -0.735 -0.538 8.139
C -0.394 -2.587 6.935
C 0.748 4.345 -4.790
C -3.051 -0.306 -6.159
C -3.133 -2.525 -7.201
C 3.538 -4.511 -2.653
H 6.803 -1.300 1.169
H -3.644 -1.751 4.163
H 0.810 3.873 5.670
H 0.707 -5.449 -0.930
H -3.237 0.746 -6.316
H 7.164 0.664 2.222
H 0.248 0.972 -4.982
H -3.035 -0.091 4.116
H -1.132 0.003 8.985
H 0.562 1.886 1.106
H 1.595 -2.560 0.989
H 2.857 -1.616 3.087
H -4.370 1.156 7.418
H 4.794 -5.352 0.480
H -2.044 -0.146 0.913
H -0.446 1.265 7.090
H 1.548 -5.277 -3.217
H 3.388 3.186 -6.705
H -1.549 0.521 -1.315
H -7.565 -0.002 2.347
H 7.038 -0.014 -0.952
H 3.517 -1.213 -3.075
H 5.499 -4.847 -1.654
H 1.981 -2.031 -1.172
H 2.700 2.522 2.036
H -2.149 -3.940 -5.896
H -7.205 2.650 -4.894
H -6.168 5.027 -4.900
H -4.059 1.393 -2.177
H 0.274 -2.451 4.918
H 3.298 0.496 4.184
H -3.180 3.614 -2.197
H -3.571 -0.604 -8.110
H 7.382 1.846 -2.644
H -1.857 -2.581 -3.996
H -0.259 -3.656 6.868
H 2.534 5.231 -5.710
H -1.326 3.375 4.847
H 3.939 0.364 -4.845
H -0.877 3.076 -4.265
```

The LUMO energy comes out at -2.2 eV. As for the HOMO-LUMO gap: 0.2944 Ha. The calculation puts the molar mass at 1204.934 g mol⁻¹.